Record 1
{"formula": "C3H8N2O2", "method": "ωB97M-V/def2-TZVPD", "e_tot_ev": -10311.900, "e_lumo_ev": -0.092, "relative_energy_kj_mol": 487.4, "homo_ev": -8.87, "symbols": ["O", "O", "N", "N", "C", "C", "C", "H", "H", "H", "H", "H", "H", "H", "H"], "positions_angstrom": [[-3.01, 0.47, 0.39], [-1.01, -1.91, -0.25], [0.28, 1.23, 0.40], [1.24, -0.51, -0.95], [0.56, 0.61, -0.85], [1.53, 0.70, 1.06], [2.08, -0.05, 0.14], [2.13, 1.44, 1.57], [-0.79, -2.85, -0.30], [-0.16, -1.49, -0.47], [-0.52, 0.70, 0.78], [-2.76, -0.27, -0.17], [0.62, 1.27, -1.74], [3.14, -0.21, 0.01], [-3.95, 0.61, 0.28]]}


Record 2
{"formula": "C2H10NS2", "method": "ωB97M-V/def2-TZVPD", "e_tot_ev": -25389.976, "e_lumo_ev": -3.508, "total_charge": 1, "relative_energy_kj_mol": 51.9, "homo_ev": -13.09, "symbols": ["S", "S", "N", "C", "C", "H", "H", "H", "H", "H", "H", "H", "H", "H", "H"], "positions_angstrom": [[0.56, 0.22, -0.65], [1.33, -0.87, 1.06], [-2.28, -0.53, 0.39], [-2.97, 0.52, -0.48], [1.92, 1.45, -0.77], [-2.83, 1.49, -0.01], [1.63, 2.09, -1.60], [-1.40, -0.09, 0.68], [-2.34, 0.60, -1.36], [1.94, 2.05, 0.13], [-2.74, -0.83, 1.25], [-2.11, -1.39, -0.15], [2.87, 0.97, -0.92], [-3.98, 0.16, -0.62], [2.16, -1.53, 0.25]]}


Record 3
{"formula": "H3O4P", "method": "ωB97M-V/def2-TZVPD", "e_tot_ev": -17521.343, "e_lumo_ev": 0.539, "relative_energy_kj_mol": 430.2, "homo_ev": -10.15, "smiles": "OOPOO", "symbols": ["P", "O", "O", "O", "O", "H", "H", "H"], "positions_angstrom": [[0.73, -0.07, 0.97], [-1.22, -1.03, -0.66], [1.19, 1.07, -1.18], [0.82, 1.35, 0.19], [-1.08, -0.36, 0.58], [0.67, 0.34, -1.53], [-1.49, -1.92, -0.63], [0.38, 0.63, 2.27]]}


Record 4
{"formula": "C3H10N3S", "method": "ωB97M-V/def2-TZVPD", "e_tot_ev": -18569.625, "e_lumo_ev": -3.272, "total_charge": 1, "relative_energy_kj_mol": 313.4, "homo_ev": -13.26, "smiles": "CS[C@H]1NCN[NH2+]1", "symbols": ["S", "N", "N", "N", "C", "C", "C", "H", "H", "H", "H", "H", "H", "H", "H", "H", "H"], "positions_angstrom": [[1.91, -0.69, -0.15], [-0.74, -1.35, -0.59], [-0.27, 0.24, 1.18], [-1.86, -0.51, -0.37], [-1.24, 0.76, 0.10], [0.44, -0.85, 0.71], [2.11, 1.09, -0.60], [1.08, 1.50, -0.64], [-1.92, 1.56, 0.57], [0.55, -1.72, 1.42], [2.80, 1.68, 0.18], [-0.31, -1.01, -1.40], [2.47, 1.01, -1.62], [-0.85, -2.34, -0.50], [-0.79, 1.32, -0.74], [-2.51, -0.77, 0.38], [-0.85, 0.09, 2.08]]}


Record 5
{"formula": "C6H18F3N5", "method": "ωB97M-V/def2-TZVPD", "e_tot_ev": -22095.172, "e_lumo_ev": -5.684, "total_charge": 2, "relative_energy_kj_mol": 0.0, "homo_ev": -16.35, "symbols": ["F", "F", "F", "N", "N", "N", "N", "N", "C", "C", "C", "C", "C", "C", "H", "H", "H", "H", "H", "H", "H", "H", "H", "H", "H", "H", "H", "H", "H", "H", "H", "H"], "positions_angstrom": [[1.73, -1.56, 1.39], [5.10, -1.67, -1.48], [3.53, 1.23, -1.36], [3.36, 1.08, 2.08], [3.55, 1.76, -0.01], [4.60, -0.43, 0.65], [-4.77, -0.51, -0.22], [2.06, -1.01, 0.16], [-2.49, 0.57, -0.71], [1.39, 0.04, -0.20], [3.75, 0.82, 0.93], [-0.05, 0.37, 0.20], [-1.00, 0.10, -1.00], [-3.28, -0.48, 0.16], [-5.07, -1.23, 0.42], [-0.22, -0.16, 1.24], [-4.79, -0.81, -1.18], [3.88, -1.29, 0.51], [-0.20, 1.39, 0.34], [2.91, 2.59, 0.10], [-1.03, -0.96, -1.21], [1.70, 0.26, -1.21], [3.71, 0.63, 2.93], [5.26, -0.72, 1.39], [-3.13, 0.48, -1.58], [-5.39, 0.38, -0.16], [-2.62, 1.52, -0.16], [-2.99, -1.54, 0.11], [5.41, -2.55, -1.69], [-3.25, -0.15, 1.22], [5.08, -0.42, -0.22], [-0.57, 0.56, -1.78]]}


Record 6
{"formula": "C26H27Cl2N5", "method": "ωB97M-V/def2-TZVPD", "e_tot_ev": -59894.333, "e_lumo_ev": 0.592, "relative_energy_kj_mol": 0.0, "homo_ev": -9.48, "smiles": "c1ccncc1.c1ccncc1.c1ccncc1.c1ccncc1.c1ccncc1.ClCCl", "symbols": ["Cl", "Cl", "N", "N", "N", "N", "N", "C", "C", "C", "C", "C", "C", "C", "C", "C", "C", "C", "C", "C", "C", "C", "C", "C", "C", "C", "C", "C", "C", "C", "C", "C", "C", "H", "H", "H", "H", "H", "H", "H", "H", "H", "H", "H", "H", "H", "H", "H", "H", "H", "H", "H", "H", "H", "H", "H", "H", "H", "H", "H"], "positions_angstrom": [[1.22, -1.15, -0.88], [-1.08, 0.40, -1.74], [-4.00, 4.10, -2.08], [2.45, 3.36, -5.48], [5.66, 0.63, 1.81], [0.44, -2.87, 2.07], [-2.99, -2.45, 1.21], [4.38, 1.24, 3.74], [1.75, -2.99, 1.98], [-4.42, 3.72, -4.81], [3.31, 0.18, 1.90], [1.49, 2.97, -3.32], [1.98, 1.67, -3.32], [3.22, 0.76, 3.15], [5.57, 1.14, 3.03], [-2.51, -3.69, 1.04], [1.75, 3.77, -4.43], [-3.79, -2.23, 2.24], [-0.13, -3.01, 3.27], [1.99, -3.39, 4.30], [-5.00, 4.69, -2.71], [-3.69, -4.50, 2.95], [2.69, 1.23, -4.42], [-2.87, -4.74, 1.86], [-3.39, 3.07, -4.15], [2.59, -3.21, 3.07], [-4.15, -3.20, 3.16], [2.90, 2.10, -5.47], [-0.34, -0.45, -0.39], [-5.25, 4.56, -4.07], [-3.21, 3.31, -2.80], [4.53, 0.19, 1.25], [0.60, -3.33, 4.40], [-0.17, 0.22, 0.45], [3.07, 0.22, -4.46], [3.66, -3.20, 2.99], [-2.75, 2.39, -4.69], [2.26, 0.87, 3.64], [-5.58, 5.39, -2.12], [-1.20, -2.86, 3.30], [6.50, 1.49, 3.46], [-2.39, 2.80, -2.31], [-4.76, -2.96, 4.02], [3.48, 1.81, -6.34], [0.90, 3.38, -2.51], [-3.92, -5.29, 3.65], [4.60, -0.15, 0.22], [2.44, -0.21, 1.40], [1.37, 4.78, -4.48], [-4.59, 3.61, -5.87], [2.59, -3.53, 5.19], [-1.83, -3.84, 0.21], [2.18, -2.85, 1.00], [1.75, 0.99, -2.51], [-4.20, -1.22, 2.29], [-2.53, -5.75, 1.64], [4.38, 1.68, 4.73], [-0.99, -1.25, -0.07], [-6.08, 5.07, -4.53], [0.12, -3.48, 5.36]]}


Record 7
{"formula": "C6H10O", "method": "ωB97M-V/def2-TZVPD", "e_tot_ev": -8430.485, "e_lumo_ev": 1.084, "relative_energy_kj_mol": 72.9, "homo_ev": -9.83, "smiles": "O=CCCC1CC1", "symbols": ["O", "C", "C", "C", "C", "C", "C", "H", "H", "H", "H", "H", "H", "H", "H", "H", "H"], "positions_angstrom": [[1.80, -1.49, 1.60], [2.27, -1.02, 0.60], [-2.20, 0.49, -0.14], [-0.79, 0.69, -0.61], [-1.52, -0.59, -0.93], [1.64, 0.07, -0.23], [0.35, 0.65, 0.37], [-2.36, 0.32, 0.92], [1.44, -0.37, -1.22], [3.24, -1.41, 0.21], [-1.21, -1.49, -0.40], [-1.85, -0.77, -1.95], [0.53, 1.65, 0.78], [0.07, 0.01, 1.22], [-0.66, 1.38, -1.45], [2.41, 0.83, -0.42], [-3.00, 1.06, -0.62]]}


Record 8
{"formula": "C3H5N3", "method": "ωB97M-V/def2-TZVPD", "e_tot_ev": -7658.575, "e_lumo_ev": 0.787, "relative_energy_kj_mol": 374.5, "homo_ev": -8.64, "smiles": "Nc1ccn[nH]1", "symbols": ["N", "N", "N", "C", "C", "C", "H", "H", "H", "H", "H"], "positions_angstrom": [[0.26, -0.84, 0.91], [1.18, -0.33, -1.36], [-0.39, -0.07, 1.82], [-0.71, 0.81, -0.31], [-0.96, 0.89, 1.13], [0.22, -0.24, -0.33], [0.99, -0.83, -2.22], [0.59, -1.74, 1.24], [1.40, 0.65, -1.57], [-1.37, 1.73, 1.70], [-1.19, -0.03, -0.99]]}